Record 1
Formula: C66H144N8O10
Source: the Open Molecules 2025 dataset
Level of theory: wB97M-V/def2-TZVPD

The calculation puts the HOMO energy at -7.9304 eV. Its structure (SMILES) is CC1(C)CCCC(C)(C)N1O.CC1(C)CCCC(C)(C)N1O.CC1(C)CCCC(C)(C)N1O.CC1(C)CCCC(C)(C)N1O.CC1(C)CCCC(C)(C)N1O.CC1(C)CCCC(C)(C)N1O.COCCNCCOC.COCCNCCOC.

```
! wB97M-V def2-TZVPD RIJCOSX def2/J DEFGRID3
* xyz 0 1
C -4.1470 -0.8561 -5.3536
C -3.8118 -1.4215 -3.9137
C -4.3462 -0.3730 -2.8366
C -4.6313 -2.7132 -3.8068
C -4.0396 -3.7252 -4.7879
C -2.6037 -4.1140 -4.3230
C -1.6839 -2.8275 -4.3069
C -0.5752 -3.1666 -3.3134
C -1.2165 -2.5876 -5.7219
N -2.4167 -1.6835 -3.7170
O -1.6194 -0.5561 -3.6429
H -3.5066 -1.3468 -6.0755
H -5.2046 -1.0415 -5.5510
H -4.1036 0.2331 -5.4016
H -4.3824 0.6073 -3.3157
H -5.3273 -0.5525 -2.4002
H -3.5991 -0.2762 -2.0471
H -4.6696 -3.0824 -2.7775
H -5.6777 -2.4588 -3.9866
H -4.6889 -4.6054 -4.7686
H -3.9597 -3.4422 -5.8353
H -2.4462 -4.8475 -5.1152
H -2.6355 -4.5529 -3.3267
H -0.2542 -4.2002 -3.4742
H -0.8467 -3.1478 -2.2585
H 0.3004 -2.5315 -3.4723
H -0.2573 -3.0386 -5.9800
H -1.0454 -1.5139 -5.8672
H -1.9599 -2.8071 -6.4883
H -1.3843 -0.3871 -2.7207
C -7.7701 0.4789 1.0098
C -6.7932 1.5249 0.4491
C -6.9617 1.5219 -1.1039
C -7.2528 2.9135 0.9230
C -6.2775 4.0375 0.6030
C -4.9227 3.6560 1.1773
C -4.3439 2.2806 0.7185
C -3.7380 2.3327 -0.6782
C -3.2251 2.0580 1.7264
N -5.4604 1.2926 1.0139
O -4.9881 -0.0031 0.7329
H -7.8388 -0.4578 0.4619
H -7.7128 0.4016 2.0966
H -8.7690 0.9124 0.8759
H -6.0630 1.6470 -1.7027
H -7.2349 0.5161 -1.4412
H -7.7936 2.1867 -1.3201
H -8.2662 3.1847 0.6119
H -7.4372 2.8654 2.0047
H -6.1847 4.0521 -0.4877
H -6.5976 5.0145 0.9599
H -4.8784 3.7445 2.2633
H -4.2107 4.4438 0.8979
H -3.5572 1.3582 -1.1336
H -3.0772 3.1661 -0.9149
H -4.5143 2.6424 -1.3980
H -3.3810 2.3762 2.7657
H -2.3938 2.7597 1.5984
H -2.9510 1.0058 1.8175
H -5.1676 -0.5179 1.5270
C 2.9982 6.7249 -3.6842
C 1.9741 7.2089 -2.6402
C 2.0262 8.7482 -2.6833
C 0.5122 6.9277 -3.2463
C 0.1197 5.5045 -2.8798
C 0.2592 5.1916 -1.4087
C 1.6433 5.4509 -0.8825
C 1.4019 5.6417 0.6340
C 2.6057 4.2758 -1.0102
N 2.1324 6.7966 -1.2386
O 3.4181 7.0926 -0.7713
H 3.3471 5.7079 -3.4820
H 2.6921 6.6367 -4.7309
H 3.9017 7.3322 -3.7785
H 1.9423 9.0117 -3.7399
H 1.1895 9.2098 -2.1557
H 2.9308 9.2045 -2.2778
H -0.2053 7.6459 -2.8500
H 0.5676 7.0382 -4.3261
H -0.9630 5.3812 -3.0234
H 0.5279 4.7765 -3.5866
H 0.0311 4.1432 -1.1949
H -0.5683 5.7036 -0.9117
H 2.3605 5.7568 1.1543
H 0.9241 4.8069 1.1586
H 0.8536 6.5157 0.9906
H 3.5501 4.4358 -0.4882
H 2.8536 4.0870 -2.0559
H 2.1875 3.3672 -0.5823
H 3.2643 7.7781 -0.1121
C 3.2144 3.5628 5.9647
C 1.9407 3.0486 5.2402
C 1.6671 3.8849 3.9999
C 2.3776 1.5943 4.8388
C 1.2056 0.6766 4.5334
C 0.3491 0.5778 5.8014
C -0.1913 2.0071 6.1437
C -1.3527 2.4301 5.1805
C -0.8375 1.8275 7.5176
N 0.8599 3.0166 6.1936
O 0.3606 4.2777 6.6240
H 3.3351 3.0260 6.9051
H 4.0968 3.4620 5.3312
H 3.1700 4.6256 6.2207
H 0.9870 3.5091 3.2304
H 1.2807 4.8170 4.4224
H 2.5073 4.1321 3.3442
H 2.8414 1.6853 3.8511
H 3.1187 1.2156 5.5387
H 0.5727 0.9623 3.6930
H 1.5789 -0.3231 4.2861
H 0.8339 0.2264 6.7097
H -0.5577 0.0361 5.5292
H -1.8318 3.3422 5.5281
H -1.9311 1.5626 4.8670
H -0.8816 2.7673 4.2494
H -1.5072 2.6724 7.6781
H -0.1596 1.6225 8.3469
H -1.4609 0.9317 7.4533
H 0.7082 4.2853 7.5225
C 4.5533 -2.2319 -0.9927
C 5.2114 -3.0741 0.0982
C 6.6850 -3.1138 -0.1334
C 4.9980 -2.3143 1.4193
C 3.5468 -2.4302 1.9270
C 3.3077 -3.9331 2.0922
C 3.3756 -4.7733 0.8118
C 3.4560 -6.2413 1.3133
C 2.0749 -4.6708 0.0319
N 4.5852 -4.4246 0.0654
O 4.7988 -5.0419 -1.1682
H 4.4759 -2.7066 -1.9768
H 3.4772 -2.1412 -0.8048
H 4.9463 -1.2341 -1.1978
H 7.0268 -2.1216 -0.4349
H 7.2776 -3.4835 0.7052
H 6.9839 -3.7344 -0.9838
H 5.7518 -2.5856 2.1615
H 5.1336 -1.2322 1.3192
H 3.5263 -1.9169 2.8914
H 2.8785 -1.9002 1.2475
H 2.3216 -3.9662 2.5659
H 4.0323 -4.2351 2.8509
H 4.4110 -6.2872 1.8499
H 3.5752 -6.9094 0.4584
H 2.7263 -6.5760 2.0465
H 1.9402 -3.7085 -0.4767
H 1.2665 -4.6589 0.7629
H 1.9939 -5.4123 -0.7609
H 5.0469 -5.9475 -0.9486
C 5.1868 -0.0170 -4.3245
C 3.8935 -0.5027 -5.1044
C 4.2646 -1.7093 -5.9877
C 2.7706 -1.0611 -4.1334
C 2.1238 0.0472 -3.3658
C 1.4160 1.0712 -4.2989
C 2.4398 1.6058 -5.3181
C 1.5829 2.1200 -6.4943
C 3.2002 2.7478 -4.6634
N 3.2613 0.5423 -5.9103
O 4.2432 1.1018 -6.7875
H 5.0033 0.5091 -3.3869
H 5.9010 -0.7982 -4.0594
H 5.6961 0.6122 -5.0532
H 4.8429 -1.3283 -6.8285
H 4.7674 -2.5311 -5.4781
H 3.3351 -2.1696 -6.3283
H 2.0508 -1.6069 -4.7458
H 3.3926 -1.7584 -3.5715
H 1.2903 -0.3572 -2.7812
H 2.8839 0.4181 -2.6710
H 1.0432 1.7684 -3.5525
H 0.7323 0.3588 -4.7611
H 0.7173 2.7263 -6.2265
H 1.2782 1.3009 -7.1453
H 2.1976 2.7250 -7.1695
H 3.8290 2.4109 -3.8368
H 2.5226 3.5518 -4.3827
H 3.9291 3.2292 -5.3257
H 4.6844 1.8155 -6.3047
C 1.9403 -3.2034 6.3912
O 0.6749 -3.7974 6.1241
C -0.0556 -3.0506 5.1521
C -1.4685 -3.6409 5.1844
N -1.6566 -4.6599 4.1304
C -2.9979 -5.2358 4.2222
C -2.9338 -6.7531 4.2179
O -1.8865 -7.3875 4.9592
C -1.7294 -8.7630 4.6246
H 2.6891 -3.9580 6.6368
H 1.8620 -2.6591 7.3411
H 2.2937 -2.5004 5.6377
H 0.3115 -3.1304 4.1249
H -0.1679 -1.9873 5.3843
H -2.1587 -2.7952 5.1181
H -1.6932 -4.0893 6.1568
H -1.0514 -5.4148 4.4483
H -3.6223 -4.8712 3.3988
H -3.6414 -4.9250 5.0575
H -2.6004 -7.0475 3.2065
H -3.8988 -7.2704 4.2424
H -0.6633 -8.8723 4.4323
H -2.2699 -9.0699 3.7259
H -2.0768 -9.4118 5.4279
C 2.8316 1.0190 0.6880
O 1.5312 0.5844 1.0536
C 0.6370 0.2166 0.0535
C -0.7512 0.0694 0.7207
N -0.6970 -1.0064 1.6950
C -0.8866 -2.3190 1.0723
C -2.3010 -2.8049 0.7960
O -2.1618 -3.8651 -0.1544
C -3.2286 -4.8120 -0.0770
H 2.9275 1.5870 -0.2316
H 3.4601 0.1206 0.6699
H 3.2228 1.5071 1.5822
H 0.8399 -0.7294 -0.4684
H 0.4861 0.9095 -0.7878
H -1.6086 -0.0908 0.0717
H -0.7718 1.0393 1.2307
H 0.1370 -0.9633 2.2607
H -0.2575 -3.0973 1.5053
H -0.4708 -2.3655 0.0515
H -2.8822 -2.0250 0.2943
H -2.7979 -3.1577 1.7023
H -4.1672 -4.3114 -0.3403
H -3.4097 -5.1937 0.9300
H -3.0147 -5.5771 -0.8164
*
```

Record 2
Formula: C10H16AuCl2N4
Source: the Open Molecules 2025 dataset
Level of theory: wB97M-V/def2-TZVPD

The calculation puts the HOMO energy (alpha / beta) at -18.2505 / -18.2493 eV.

```
! wB97M-V def2-TZVPD RIJCOSX def2/J DEFGRID3
* xyz 3 1
Au 0.0335 0.1053 0.0823
N -1.8153 -0.8827 -0.3354
C -2.3478 -1.4386 0.9564
C -1.1905 -2.0512 1.6935
N -0.1675 -0.9748 1.8669
H -2.4999 -0.2786 -0.7927
H -1.5938 -1.6388 -0.9892
H -3.1327 -2.1734 0.7573
H -2.7926 -0.6141 1.5156
H -0.7319 -2.8573 1.1179
H -1.4895 -2.4562 2.6619
H 0.7241 -1.3659 2.1812
H -0.4584 -0.3261 2.6050
Cl 3.9460 2.0435 -0.7762
C 3.8030 1.5808 0.8673
Cl 2.0457 1.1130 1.3571
H 4.0078 2.4248 1.5263
H 4.4009 0.7004 1.0828
N -0.2932 2.7755 -3.0987
C -0.6508 2.2179 -1.9526
N 0.1584 1.1978 -1.6465
C 1.1129 1.1046 -2.6703
C 2.1788 0.2415 -2.8768
C 2.9320 0.4147 -4.0201
C 2.6301 1.4249 -4.9488
C 1.5736 2.2844 -4.7520
C 0.8209 2.1054 -3.5954
H -0.7654 3.5661 -3.5236
H -1.4800 2.5687 -1.3591
H 2.4165 -0.5537 -2.1793
H 3.7685 -0.2472 -4.1969
H 3.2327 1.5401 -5.8394
H 1.3481 3.0645 -5.4672
*
```

Number 1: total energy -3791.00209 Eh. Number 2: total energy -1664.64423 Eh.